1.
{
  "formula": "C24H52N4O5P",
  "method": "the ωB97M-V functional and the def2-TZVPD basis",
  "charge": 1,
  "homo_ev": -9.74,
  "total_energy_ev": -51211.903,
  "multiplicity": 1,
  "elements": ["C", "C", "O", "P", "O", "C", "C", "C", "N", "C", "N", "C", "C", "C", "O", "C", "O", "O", "C", "C", "H", "H", "H", "H", "H", "H", "H", "H", "H", "H", "H", "H", "H", "H", "H", "H", "H", "H", "H", "H", "H", "H", "C", "C", "N", "C", "C", "C", "C", "H", "H", "H", "H", "H", "H", "H", "H", "H", "H", "H", "H", "H", "H", "H", "C", "C", "N", "C", "C", "C", "C", "H", "H", "H", "H", "H", "H", "H", "H", "H", "H", "H", "H", "H", "H", "H"],
  "positions_angstrom": [[8.24028, -2.70957, -1.05249], [6.91596, -2.44167, -1.85214], [7.01909, -1.36604, -2.81376], [5.58765, -1.11006, -3.65694], [5.89878, -1.41031, -5.08012], [4.20446, -2.22778, -3.11979], [2.75146, -1.62662, -3.46568], [1.82531, -1.88042, -2.25226], [1.80805, -3.13631, -1.61046], [0.94553, -3.14489, -0.53853], [0.44689, -1.89269, -0.53803], [0.90932, -1.03545, -1.53169], [0.60287, 0.44761, -1.81689], [-0.92603, 0.83756, -1.67593], [-1.63061, 0.07830, -0.67834], [-1.42754, 0.55939, 0.60546], [-1.19280, 1.69128, 0.89889], [5.20840, 0.49388, -3.57003], [5.19220, 1.00349, -2.21012], [6.58780, 1.56311, -1.74100], [8.72799, -3.60838, -1.51101], [8.91832, -1.83168, -0.96604], [7.92997, -3.02310, -0.01810], [6.14070, -2.12535, -1.09208], [6.56853, -3.40544, -2.32061], [4.29681, -3.24038, -3.58976], [4.20596, -2.36206, -2.00254], [2.35210, -2.23766, -4.32201], [2.79428, -0.56064, -3.78546], [2.40955, -3.89096, -1.93915], [0.76062, -4.00006, 0.13853], [-0.21418, -1.63485, 0.19459], [0.90451, 0.66231, -2.87164], [1.17525, 1.15012, -1.15118], [-1.40355, 0.59760, -2.66488], [-1.00249, 1.94345, -1.56071], [-1.54137, -0.19829, 1.43840], [4.78427, 0.25025, -1.47285], [4.48348, 1.87331, -2.20728], [7.23190, 0.77844, -1.27989], [7.15928, 2.03593, -2.58283], [6.43516, 2.38027, -0.98409], [-2.51598, -4.88734, 2.16769], [-1.54575, -4.17124, 3.09918], [-1.84370, -2.75632, 3.28100], [-0.76638, -2.02122, 3.93607], [-0.42567, -2.39114, 5.38038], [-3.19089, -2.43786, 3.74345], [-3.65294, -3.04736, 5.06789], [-2.57398, -4.38710, 1.19714], [-2.17541, -5.91106, 1.99691], [-3.51992, -4.94604, 2.58978], [-0.54726, -4.26262, 2.65455], [-1.51254, -4.70957, 4.05470], [-0.98512, -0.94837, 3.89186], [0.14260, -2.14612, 3.33327], [-1.16917, -2.01375, 6.08048], [0.52848, -1.93500, 5.65850], [-0.32212, -3.46781, 5.52187], [-3.89924, -2.74302, 2.96730], [-3.30581, -1.35085, 3.79648], [-3.39773, -4.10502, 5.15581], [-4.73959, -2.97012, 5.14753], [-3.23674, -2.51880, 5.92505], [-5.91692, 6.05073, -2.21123], [-5.59081, 4.86949, -1.30673], [-4.17026, 4.55605, -1.24542], [-3.89201, 3.27391, -0.61687], [-4.24638, 3.11648, 0.86365], [-3.28871, 5.64806, -0.85521], [-3.53800, 6.31916, 0.49731], [-5.52188, 5.89691, -3.21777], [-6.99996, 6.16599, -2.29050], [-5.51861, 6.98836, -1.81930], [-6.12230, 4.00068, -1.70826], [-6.01159, 5.06056, -0.31017], [-2.83286, 3.02907, -0.75094], [-4.42964, 2.49937, -1.17648], [-3.53782, 3.63727, 1.50645], [-4.20251, 2.05802, 1.13939], [-5.25386, 3.46750, 1.09066], [-3.33983, 6.42065, -1.62834], [-2.25032, 5.30309, -0.89130], [-4.59508, 6.52383, 0.67610], [-3.01313, 7.27703, 0.53417], [-3.15678, 5.71992, 1.32433]]
}



2.
{
  "formula": "C3H10S",
  "method": "the ωB97M-V functional and the def2-TZVPD basis",
  "smiles": "CC.CS",
  "relative_energy_kj_mol": 77.0,
  "homo_ev": -9.00,
  "total_energy_ev": -14107.538,
  "multiplicity": 1,
  "elements": ["C", "C", "H", "H", "H", "H", "H", "H", "C", "S", "H", "H", "H", "H"],
  "positions_angstrom": [[0.02436, 1.63078, -0.45904], [1.19468, 2.48162, 0.11437], [-0.31997, 1.01067, 0.37043], [-0.77458, 2.33262, -0.67776], [0.35289, 1.00119, -1.38507], [0.95931, 2.73285, 1.14783], [1.39203, 3.40433, -0.43792], [2.16360, 1.95651, 0.39333], [-1.08608, -2.59768, -0.17335], [0.49887, -3.07658, 0.45585], [-0.05456, -3.71552, 1.53163], [-1.48104, -1.79968, 0.47146], [-1.83464, -3.34856, -0.17603], [-1.03487, -2.01256, -1.17572]]
}



3.
{
  "formula": "C10H40ClO14",
  "method": "the ωB97M-V functional and the def2-TZVPD basis",
  "relative_energy_kj_mol": 276.6,
  "charge": -1,
  "homo_ev": -7.31,
  "total_energy_ev": -52197.195,
  "multiplicity": 1,
  "elements": ["Cl", "O", "O", "O", "O", "C", "O", "H", "H", "H", "H", "C", "O", "H", "H", "H", "H", "C", "O", "H", "H", "H", "H", "C", "O", "H", "H", "H", "H", "C", "O", "H", "H", "H", "H", "C", "O", "H", "H", "H", "H", "C", "O", "H", "H", "H", "H", "C", "O", "H", "H", "H", "H", "C", "O", "H", "H", "H", "H", "C", "O", "H", "H", "H", "H"],
  "positions_angstrom": [[0.57870, -0.72037, 0.60120], [1.83773, -1.22326, 1.03993], [-0.35666, -0.73326, 1.69235], [0.68995, 0.64849, 0.12366], [-0.00458, -1.53351, -0.43357], [0.68838, -4.55850, 2.25653], [0.64147, -5.16040, 3.55146], [-0.26016, -4.14815, 1.90346], [1.34936, -3.69878, 2.37427], [1.13611, -5.27267, 1.56306], [0.21726, -6.01850, 3.48945], [3.73464, -2.97708, -1.21814], [3.55201, -3.71576, -0.01947], [2.82754, -2.65287, -1.73503], [4.21740, -2.04465, -0.90434], [4.39493, -3.44481, -1.94645], [2.98235, -3.13731, 0.50411], [0.34648, 1.82537, 3.68206], [-0.17605, 2.61030, 4.75200], [-0.31910, 1.79492, 2.82474], [1.29400, 2.27896, 3.37013], [0.57981, 0.82085, 4.03483], [-0.06143, 2.18789, 5.60054], [-0.23834, -1.05747, -3.97219], [-1.10519, -1.93826, -3.28146], [0.80508, -1.20468, -3.66719], [-0.27660, -1.16447, -5.05289], [-0.46725, -0.02730, -3.67562], [-0.95125, -1.79004, -2.34104], [3.96538, 1.26050, -1.98070], [3.00131, 0.21333, -1.95824], [4.08546, 1.57326, -3.01596], [3.58145, 2.06843, -1.35621], [4.93034, 0.92772, -1.59037], [2.43371, 0.26691, -1.18056], [0.64552, 2.71758, -2.99743], [1.42635, 3.82548, -3.46254], [-0.40759, 2.97561, -2.84473], [0.67839, 1.92935, -3.75396], [1.08394, 2.37244, -2.06631], [1.01484, 4.11837, -4.28053], [-3.64281, -2.79147, 0.87618], [-2.78897, -3.03989, 2.00112], [-4.68846, -2.67585, 1.15355], [-3.31016, -1.91091, 0.32223], [-3.50827, -3.62719, 0.18034], [-2.05106, -2.43612, 1.85564], [-2.56996, 1.11846, -1.33698], [-3.77077, 0.40182, -1.09945], [-1.78598, 0.67993, -1.95769], [-2.74420, 2.11221, -1.76521], [-2.11718, 1.27981, -0.35902], [-4.21774, 0.22870, -1.93225], [0.59516, 4.25907, 0.53549], [1.34990, 5.30054, 1.16683], [-0.32680, 4.03660, 1.07958], [0.25189, 4.59597, -0.44261], [1.23190, 3.37772, 0.45823], [1.24166, 5.17043, 2.11323], [-3.39453, 0.96583, 2.42009], [-4.45236, 1.04216, 1.48150], [-2.47195, 1.40566, 2.02717], [-3.66488, 1.55911, 3.29246], [-3.15221, -0.05952, 2.70713], [-4.10790, 0.81328, 0.59360]]
}



4.
{
  "formula": "C6H12N2O",
  "method": "the ωB97M-V functional and the def2-TZVPD basis",
  "relative_energy_kj_mol": 716.0,
  "homo_ev": -9.02,
  "total_energy_ev": -11437.250,
  "multiplicity": 1,
  "elements": ["C", "C", "C", "C", "C", "C", "H", "H", "H", "H", "H", "H", "H", "H", "H", "H", "H", "H", "N", "N", "O"],
  "positions_angstrom": [[-1.09160, -2.71783, -1.76250], [0.47975, -1.13741, -0.63169], [-0.51781, -0.09619, 0.04647], [-0.60229, 2.27014, 0.70785], [0.82148, 1.98592, 0.37917], [1.64127, 1.46548, 1.40113], [-1.64568, -3.63239, -1.56455], [-0.35535, -2.85062, -2.78124], [-1.96755, -1.96423, -2.06119], [1.21085, -1.30895, 0.23099], [0.82259, -0.66267, -1.58431], [-1.33756, -1.47281, 0.89024], [-1.10859, 1.68478, 1.49135], [-1.19199, 3.14610, 0.29490], [1.33741, 2.80507, -0.20463], [0.92792, 0.33681, 1.44298], [2.95771, 1.62587, 1.01983], [1.24060, 2.11435, 2.50414], [-1.17888, -0.50495, 1.16251], [-0.22826, 1.25874, -0.25169], [-0.21402, -2.34519, -0.72976]]
}